{"formula": "C10H13N3O2P", "method": "ωB97M-V/def2-TZVPD", "e_tot_ha": -1044.701631, "max_force_ev_per_a": 4.4, "total_charge": 1, "e_lumo_ev": -5.043, "elements": ["C", "C", "C", "C", "N", "N", "P", "O", "O", "C", "H", "H", "H", "H", "H", "H", "H", "H", "N", "C", "C", "C", "C", "C", "H", "H", "H", "H", "H"], "coordinates": [[-2.487, 1.493, 2.356], [-1.310, 1.533, 1.358], [-1.236, 0.636, 0.185], [-0.045, 0.887, -0.620], [0.958, 1.730, -0.460], [0.871, 2.526, 0.595], [2.177, 3.769, 0.889], [1.914, 4.976, -0.212], [3.550, 2.993, 0.349], [-0.189, 2.442, 1.419], [-2.283, 0.906, 3.277], [-3.384, 1.133, 1.797], [-2.719, 2.557, 2.631], [-2.020, -0.109, -0.045], [0.030, 0.252, -1.535], [1.774, 5.820, 0.257], [3.759, 2.365, 1.073], [-0.198, 3.175, 2.263], [-0.686, -3.014, -0.113], [-1.237, -3.931, -0.916], [-0.619, -4.430, -2.052], [0.639, -3.951, -2.379], [1.230, -2.999, -1.563], [0.529, -2.569, -0.448], [-2.223, -4.273, -0.622], [-1.111, -5.174, -2.665], [1.154, -4.315, -3.260], [2.211, -2.601, -1.786], [0.950, -1.828, 0.225]]}

{"formula": "C4H5O3Rb", "method": "ωB97M-V/def2-TZVPD", "e_tot_ha": -404.872162, "de_lowest_kcal_mol": 31.95, "multiplicity": 2, "max_force_ev_per_a": 4.4, "total_charge": 1, "e_lumo_ev": [-3.880, -5.314], "elements": ["O", "C", "C", "C", "C", "H", "H", "H", "H", "O", "O", "Rb", "H"], "coordinates": [[9.965, 2.041, 2.446], [9.153, 1.245, 2.050], [7.667, 1.540, 2.004], [6.797, 0.350, 2.009], [6.018, -0.188, 3.073], [9.456, 0.226, 1.728], [7.493, 2.087, 1.056], [7.410, 2.235, 2.821], [6.354, -0.063, 4.114], [6.088, -0.250, 0.331], [4.955, -0.800, 2.844], [3.096, -2.010, 0.172], [6.384, 0.384, -0.342]]}

{"formula": "C36H61N5O6PS2", "method": "ωB97M-V/def2-TZVPD", "e_tot_ha": -3270.979047, "de_lowest_kcal_mol": 0.00, "max_force_ev_per_a": 6.4, "total_charge": 1, "e_lumo_ev": -2.623, "elements": ["C", "C", "O", "P", "O", "C", "C", "C", "N", "C", "N", "C", "C", "C", "S", "C", "S", "N", "C", "C", "C", "C", "C", "C", "C", "C", "C", "C", "C", "C", "N", "C", "C", "C", "C", "C", "C", "N", "O", "C", "C", "H", "H", "H", "H", "H", "H", "H", "H", "H", "H", "H", "H", "H", "H", "H", "H", "H", "H", "H", "H", "H", "H", "H", "H", "H", "H", "H", "H", "H", "H", "H", "H", "H", "H", "H", "H", "H", "H", "H", "H", "H", "H", "H", "H", "H", "H", "H", "C", "O", "C", "C", "O", "C", "C", "O", "C", "H", "H", "H", "H", "H", "H", "H", "H", "H", "H", "H", "H", "H", "H"], "coordinates": [[2.046, 1.199, 5.436], [0.571, 0.753, 5.297], [-0.168, 1.729, 4.512], [-0.121, 1.467, 2.938], [1.009, 0.607, 2.531], [-1.644, 0.597, 2.391], [-2.193, -0.356, 3.474], [-3.080, -1.498, 2.908], [-2.352, -2.417, 2.011], [-1.004, -2.462, 2.213], [-0.565, -2.904, 3.369], [0.867, -2.993, 3.650], [1.388, -4.381, 3.199], [2.908, -4.385, 3.071], [3.262, -3.157, 1.783], [4.960, -2.672, 2.058], [6.000, -3.511, 2.964], [5.309, -1.464, 1.371], [4.256, -1.089, 0.435], [3.264, -0.164, 0.715], [2.315, 0.170, -0.210], [2.318, -0.406, -1.469], [3.299, -1.325, -1.738], [4.256, -1.665, -0.810], [5.560, -0.417, 2.358], [4.860, -0.293, 3.534], [5.152, 0.691, 4.440], [6.175, 1.576, 4.186], [6.865, 1.457, 3.012], [6.576, 0.471, 2.102], [-0.182, -2.085, 1.184], [-0.324, -3.064, 0.073], [-1.798, -3.416, -0.162], [-2.792, -2.500, 0.602], [-3.124, -1.167, -0.119], [-2.060, -0.597, -1.094], [-2.159, -1.165, -2.535], [-0.840, -1.320, -3.159], [-0.130, 2.857, 2.144], [0.893, 2.970, 1.127], [0.562, 2.199, -0.150], [2.343, 1.028, 6.476], [2.707, 0.664, 4.752], [2.074, 2.274, 5.241], [0.515, -0.255, 4.876], [0.120, 0.741, 6.292], [-1.334, 0.076, 1.485], [-2.406, 1.363, 2.201], [-2.864, 0.233, 4.112], [-1.425, -0.741, 4.150], [-3.965, -1.041, 2.466], [-3.441, -2.047, 3.792], [-1.227, -3.198, 4.075], [0.995, -2.966, 4.737], [1.440, -2.177, 3.206], [1.094, -5.153, 3.921], [0.910, -4.665, 2.254], [3.461, -4.261, 4.006], [3.205, -5.365, 2.679], [3.214, 0.336, 1.678], [1.538, 0.910, -0.025], [1.555, -0.114, -2.183], [3.368, -1.793, -2.718], [5.010, -2.389, -1.106], [4.067, -1.006, 3.755], [4.556, 0.731, 5.348], [6.422, 2.361, 4.893], [7.689, 2.123, 2.771], [7.140, 0.380, 1.179], [0.781, -1.905, 1.456], [0.121, -2.627, -0.825], [0.297, -3.938, 0.308], [-2.059, -3.519, -1.213], [-1.946, -4.414, 0.279], [-3.720, -3.085, 0.600], [-4.006, -1.365, -0.743], [-3.418, -0.349, 0.542], [-2.314, 0.466, -1.206], [-1.036, -0.612, -0.709], [-2.779, -2.072, -2.583], [-2.695, -0.422, -3.142], [-0.087, -1.327, -2.487], [-0.794, -2.104, -3.795], [0.903, 4.027, 0.838], [1.900, 2.757, 1.492], [0.717, 1.121, -0.048], [1.242, 2.543, -0.942], [-0.443, 2.460, -0.498], [-1.519, 2.315, -4.191], [-2.220, 2.605, -5.376], [-2.684, 1.432, -6.026], [-3.864, 1.745, -6.921], [-5.093, 1.888, -6.219], [-5.265, 3.080, -5.461], [-5.495, 4.314, -6.307], [-4.267, 4.796, -6.829], [-4.449, 5.591, -7.981], [-0.629, 1.712, -4.402], [-1.211, 3.259, -3.742], [-2.167, 1.786, -3.479], [-2.983, 0.680, -5.285], [-1.861, 1.035, -6.634], [-4.014, 0.887, -7.581], [-3.669, 2.609, -7.557], [-4.441, 3.224, -4.759], [-6.167, 2.911, -4.868], [-5.931, 5.106, -5.683], [-6.188, 4.073, -7.121], [-4.937, 5.016, -8.775], [-3.466, 5.898, -8.334], [-5.040, 6.484, -7.751]]}

{"formula": "C2H5NS", "method": "ωB97M-V/def2-TZVPD", "e_tot_ha": -532.012843, "de_lowest_kcal_mol": 81.40, "max_force_ev_per_a": 5.3, "smiles": "[S-][NH+]1CC1", "e_lumo_ev": 0.211, "elements": ["S", "N", "C", "C", "H", "H", "H", "H", "H"], "coordinates": [[-2.646, -0.087, -0.056], [-0.579, -0.180, 0.291], [0.426, 0.765, -0.096], [0.693, -0.693, -0.255], [-0.751, -0.294, 1.221], [0.626, 1.363, 0.795], [0.392, 1.294, -1.025], [0.632, -0.881, -1.292], [1.208, -1.286, 0.418]]}

{"formula": "C5H16NO3S", "method": "ωB97M-V/def2-TZVPD", "e_tot_ha": -878.526926, "de_lowest_kcal_mol": 1.35, "max_force_ev_per_a": 1.5, "total_charge": 1, "e_lumo_ev": -2.893, "elements": ["O", "C", "C", "C", "C", "S", "C", "N", "H", "H", "H", "H", "H", "H", "H", "H", "H", "H", "H", "H", "H", "H", "O", "H", "H", "O"], "coordinates": [[-2.911, -0.440, 0.101], [-1.760, -0.590, 0.422], [-0.693, 0.067, -0.467], [-0.065, 1.221, 0.327], [1.069, 0.837, 1.255], [2.559, 0.388, 0.338], [2.596, -1.443, 0.404], [-1.404, 0.626, -1.656], [-1.370, -1.052, 1.334], [0.020, -0.653, -0.866], [-0.832, 1.822, 0.831], [0.344, 1.924, -0.410], [0.811, 0.111, 2.024], [1.334, 1.684, 1.895], [3.360, -1.752, 1.113], [2.913, -1.773, -0.585], [1.664, -1.952, 0.638], [-1.020, 0.220, -2.518], [-1.355, 1.638, -1.743], [-2.399, 0.403, -1.575], [-1.806, 0.156, 4.053], [-0.880, -1.001, 4.127], [-1.304, -0.424, 3.515], [0.368, -0.757, -4.474], [0.662, 0.747, -4.162], [0.101, -0.007, -3.922]]}

{"formula": "C3H6N4O2", "method": "ωB97M-V/def2-TZVPD", "e_tot_ha": -487.343689, "de_lowest_kcal_mol": 68.54, "max_force_ev_per_a": 2.8, "smiles": "NNC1=N/C(=N/O)CO1", "e_lumo_ev": 0.763, "elements": ["N", "N", "C", "N", "C", "N", "O", "C", "O", "H", "H", "H", "H", "H", "H"], "coordinates": [[-2.429, 1.480, 1.286], [-1.354, 0.701, 1.680], [-0.514, 0.219, 0.729], [-0.686, 0.220, -0.540], [0.469, -0.324, -1.019], [0.736, -0.563, -2.251], [2.018, -1.176, -2.327], [1.413, -0.717, 0.114], [0.675, -0.230, 1.251], [-2.178, 2.043, 0.494], [-3.213, 0.892, 0.990], [-0.929, 0.845, 2.574], [2.060, -1.422, -3.281], [1.583, -1.799, 0.247], [2.351, -0.170, 0.052]]}